[1]
40
Properties=species:S:1:pos:R:3:lowdin_charge:R:1 method="wB97M-V/def2-TZVPD" homo_ev=-10.66 charge=0 de_lowest_kcal_mol=9.88
Cl 2.7754 -23.3487 2.5648 0.522
C 3.6894 -23.6701 4.0723 -0.655
C 3.3700 -22.7885 5.2694 -0.663
Cl 1.6225 -22.6560 5.5809 0.542
H 4.7512 -23.4977 3.8927 0.075
H 3.4852 -24.7124 4.2880 0.065
H 3.7815 -21.7871 5.1784 0.069
H 3.8544 -23.2900 6.1084 0.065
Cl 1.9850 -26.4499 11.6612 0.563
C 3.4408 -25.5597 12.0945 -0.700
C 4.3490 -26.4477 12.9456 -0.655
Cl 4.7860 -28.0201 12.1951 0.506
H 3.1945 -24.7006 12.7181 0.062
H 3.9651 -25.1578 11.2310 0.044
H 3.7872 -26.7035 13.8428 0.060
H 5.2985 -26.0134 13.2428 0.065
Cl 2.4217 -19.2141 9.7941 0.562
C 3.4553 -20.2361 8.8004 -0.703
C 3.2634 -21.6992 9.0062 -0.641
Cl 3.6059 -22.2348 10.6819 0.571
H 4.5030 -19.9485 8.9345 0.055
H 3.2980 -20.0298 7.7365 0.065
H 3.9301 -22.2654 8.3610 0.060
H 2.2228 -21.9361 8.7795 0.067
Cl 0.1637 -19.0769 7.1582 0.521
C 0.6212 -17.8055 5.9646 -0.630
C 1.6540 -16.8916 6.6131 -0.682
Cl 2.0054 -15.5274 5.5321 0.556
H -0.3145 -17.3212 5.7118 0.064
H 1.0413 -18.3194 5.1060 0.068
H 2.5666 -17.4568 6.7677 0.057
H 1.2587 -16.4735 7.5318 0.064
Cl 8.4412 -21.2990 13.0308 0.512
C 6.7639 -20.7332 12.6556 -0.649
C 6.5867 -20.2930 11.2454 -0.674
Cl 6.9469 -21.6001 10.0827 0.532
H 6.5007 -19.9501 13.3670 0.078
H 6.0983 -21.5539 12.9189 0.060
H 7.0824 -19.3622 10.9720 0.081
H 5.5339 -20.0262 11.1005 0.040

[2]
45
Properties=species:S:1:pos:R:3:lowdin_spin:R:1 method="wB97M-V/def2-TZVPD" homo_ev="-2.94 / -2.75" charge=-1 spin_multiplicity=2
Be -5.4771 -26.3477 4.0978 0.038
O -7.3009 -30.9867 3.1503 0.215
C -5.9449 -30.9301 3.5718 0.083
C -5.6905 -30.0047 4.9738 0.083
O -6.2171 -28.6765 4.9890 0.533
H -5.2900 -30.5382 2.7936 0.007
H -5.5231 -31.8947 3.8539 0.007
H -4.6964 -30.2015 5.3753 0.002
H -6.3483 -30.5445 5.6551 0.022
C -7.9558 -29.2630 8.2922 0.001
O -8.9117 -29.7647 7.4413 0.000
H -7.4618 -28.3417 7.9836 0.001
H -8.5273 -29.1169 9.2089 0.000
H -7.1770 -30.0191 8.3912 0.000
H -9.4565 -30.3640 7.9566 0.000
C -8.9226 -32.8607 6.4526 0.000
O -9.3025 -32.0251 5.3873 0.001
H -8.3068 -32.3570 7.1977 0.000
H -9.9158 -33.0936 6.8366 0.000
H -8.5050 -33.8625 6.3522 0.000
H -8.5057 -31.9530 4.8567 0.000
C -10.5183 -32.1592 2.3351 0.000
O -10.5472 -30.7503 2.2495 0.000
H -11.4287 -32.5565 2.7840 0.000
H -10.4358 -32.5584 1.3242 0.000
H -9.6608 -32.6036 2.8405 0.000
H -10.1940 -30.5867 1.3719 0.000
C -2.9630 -28.5365 3.1429 -0.001
O -3.3118 -27.2472 3.0839 0.001
H -3.3107 -29.2227 2.3706 0.000
H -1.8764 -28.6145 3.1796 0.000
H -3.1371 -28.9276 4.1453 0.000
H -3.2593 -26.9905 2.1603 0.000
C -3.1102 -27.4107 6.6265 0.000
O -3.9703 -26.4120 6.1108 0.006
H -3.7313 -28.2260 6.2554 -0.001
H -2.0858 -27.3098 6.2681 0.000
H -3.1077 -27.5265 7.7104 0.000
H -3.4532 -25.6309 6.3205 0.001
C -6.4565 -33.2692 0.2265 0.000
O -7.3267 -32.1255 0.3767 0.001
H -5.6680 -33.0822 0.9555 0.000
H -6.9920 -34.1463 0.5899 0.000
H -6.0847 -33.2747 -0.7981 0.000
H -7.5529 -32.1150 1.3096 0.000